Here is a cluster of 2 separate species, CHFO2 in total from the Open Molecules 2025 dataset. Energies are from ωB97M-V/def2-TZVPD.

Atoms and positions in Å:
C: -0.415 -0.674 0.364
O: -1.214 -0.687 1.207
O: 0.372 1.385 -0.023
F: 1.091 0.887 -1.088
H: 0.167 -0.912 -0.461

Its energy relative to the best compared isomer or geometry (same formula, charge and spin) is 170.7 kcal/mol. As for the LUMO energy (spin up / spin down): -1.02 / -1.02 eV.


Here is a cluster of 11 separate species, C45H53Cl9O23 in total from the Open Molecules 2025 dataset. Energies are from ωB97M-V/def2-TZVPD.

Atoms and positions in Å:
C: 16.776 -5.180 14.928
C: 16.283 -4.011 14.464
C: 15.105 -3.940 13.533
O: 14.468 -2.890 13.314
C: 14.572 -5.224 13.223
C: 15.018 -6.393 13.675
C: 16.180 -6.468 14.641
O: 16.565 -7.437 15.296
O: 14.503 -7.566 13.249
O: 16.869 -2.853 14.825
H: 17.654 -5.197 15.557
H: 13.748 -5.150 12.528
H: 15.014 -8.242 13.700
H: 16.314 -2.071 14.784
C: 23.164 -4.378 20.533
C: 24.401 -4.786 20.914
C: 24.850 -6.158 20.957
O: 25.933 -6.511 21.338
C: 23.747 -7.107 20.625
C: 22.482 -6.725 20.275
C: 22.053 -5.297 20.225
O: 20.962 -4.942 19.819
O: 21.562 -7.705 19.984
O: 25.420 -3.883 21.094
H: 22.986 -3.318 20.426
H: 23.990 -8.158 20.669
H: 20.680 -7.328 19.946
H: 26.248 -4.298 21.349
C: 20.692 -5.498 15.845
C: 21.520 -6.528 15.991
C: 22.830 -6.460 16.710
O: 23.499 -7.445 16.971
C: 23.075 -5.083 17.061
C: 22.305 -3.956 16.890
C: 20.960 -4.112 16.282
O: 20.199 -3.161 16.298
O: 22.739 -2.731 17.213
O: 21.164 -7.797 15.624
H: 19.759 -5.765 15.372
H: 24.056 -4.866 17.458
H: 21.980 -2.149 17.124
H: 21.816 -8.380 16.019
C: 18.526 -11.878 14.362
C: 17.658 -10.851 14.656
C: 16.238 -10.787 14.210
O: 15.333 -9.987 14.467
C: 15.871 -11.997 13.449
C: 16.734 -13.005 13.173
C: 18.178 -13.061 13.627
O: 18.952 -13.979 13.504
O: 16.345 -14.035 12.417
O: 17.982 -9.909 15.559
H: 19.558 -11.828 14.676
H: 14.878 -11.949 13.026
H: 17.061 -14.665 12.301
H: 17.475 -9.107 15.411
C: 19.632 -11.791 25.643
C: 19.702 -12.413 24.440
C: 20.516 -13.703 24.227
O: 20.510 -14.295 23.146
C: 21.488 -13.874 25.268
C: 21.506 -13.214 26.415
C: 20.496 -12.160 26.792
O: 20.369 -11.652 27.883
O: 22.498 -13.404 27.330
O: 19.175 -11.874 23.303
H: 19.250 -10.781 25.649
H: 22.282 -14.556 25.003
H: 22.341 -12.899 28.131
H: 19.457 -12.413 22.560
C: 17.851 -3.681 20.380
Cl: 18.599 -2.158 21.010
Cl: 17.117 -3.542 18.726
Cl: 16.707 -4.348 21.461
H: 18.626 -4.440 20.269
C: 19.484 -4.522 25.505
Cl: 17.971 -5.227 25.067
Cl: 19.111 -2.922 26.232
Cl: 20.512 -4.317 24.118
H: 20.086 -5.075 26.227
C: 15.004 -9.631 22.981
Cl: 13.498 -10.516 23.091
Cl: 14.866 -7.935 22.974
Cl: 15.841 -10.182 21.456
H: 15.712 -9.861 23.777
C: 13.372 -8.424 17.336
C: 14.613 -7.616 17.750
O: 14.626 -7.321 19.112
C: 13.641 -6.635 19.822
C: 13.584 -5.200 19.134
H: 13.473 -8.701 16.287
H: 13.260 -9.287 17.992
H: 12.425 -7.891 17.421
H: 15.464 -8.297 17.763
H: 14.802 -6.741 17.129
H: 12.699 -7.136 19.598
H: 13.757 -6.700 20.904
H: 12.818 -4.703 19.729
H: 13.261 -5.290 18.097
H: 14.444 -4.537 19.226
C: 24.299 -8.845 23.387
C: 24.616 -10.056 24.092
O: 24.641 -11.161 23.248
C: 24.909 -12.383 23.884
C: 24.910 -13.566 22.897
H: 23.358 -9.085 22.893
H: 24.162 -8.016 24.081
H: 25.033 -8.635 22.609
H: 25.626 -9.989 24.498
H: 23.894 -10.124 24.906
H: 25.904 -12.348 24.328
H: 24.189 -12.695 24.640
H: 25.184 -14.454 23.467
H: 25.675 -13.458 22.128
H: 23.934 -13.842 22.498
C: 19.876 -7.991 23.028
C: 18.677 -7.967 22.011
O: 19.164 -7.542 20.753
C: 18.164 -7.567 19.656
C: 18.843 -7.134 18.359
H: 20.534 -8.727 22.567
H: 20.417 -7.046 22.993
H: 19.661 -8.377 24.024
H: 18.434 -9.029 22.019
H: 17.917 -7.363 22.508
H: 17.854 -8.599 19.494
H: 17.324 -6.916 19.897
H: 19.071 -6.072 18.275
H: 18.222 -7.297 17.479
H: 19.756 -7.721 18.260

Its spin multiplicity is 2. Its total charge is +1. As for the LUMO energy (spin up / spin down): -4.29 / -8.19 eV.


Here is the molecule C24H30N4O3S2 from the Open Molecules 2025 dataset. Energies are from ωB97M-V/def2-TZVPD.

Atoms and positions in Å:
C: -2.018 0.859 5.274
C: -0.739 1.472 4.790
C: 0.461 1.223 5.445
C: 1.638 1.800 5.007
C: 1.641 2.648 3.906
C: 2.924 3.213 3.395
S: 3.825 1.917 2.451
C: 2.787 1.862 1.062
N: 2.057 2.846 0.607
N: 1.395 2.396 -0.463
C: 1.735 1.152 -0.671
C: 1.236 0.317 -1.756
C: 2.105 -0.385 -2.588
C: 1.614 -1.169 -3.619
C: 0.249 -1.268 -3.825
C: -0.607 -0.558 -3.004
S: -2.367 -0.746 -3.272
O: -2.653 -0.644 -4.671
O: -3.074 0.108 -2.360
N: -2.508 -2.372 -2.852
C: -2.589 -2.605 -1.423
C: -4.028 -2.451 -0.918
O: -4.911 -3.274 -1.649
C: -4.885 -2.951 -3.023
C: -3.482 -3.144 -3.601
C: -0.138 0.237 -1.982
N: 2.640 0.750 0.282
C: 3.106 -0.577 0.579
C: 1.957 -1.485 1.047
C: 1.294 -0.916 2.300
C: 2.500 -2.886 1.309
C: 0.444 2.904 3.249
C: -0.730 2.320 3.689
H: -2.704 0.689 4.447
H: -2.505 1.529 5.982
H: -1.830 -0.085 5.779
H: 0.474 0.567 6.303
H: 2.566 1.586 5.518
H: 2.771 4.042 2.708
H: 3.606 3.491 4.197
H: 3.172 -0.293 -2.449
H: 2.299 -1.700 -4.262
H: -0.168 -1.870 -4.615
H: -1.935 -1.886 -0.930
H: -2.228 -3.621 -1.230
H: -4.109 -2.768 0.123
H: -4.324 -1.398 -1.012
H: -5.604 -3.615 -3.505
H: -5.190 -1.904 -3.170
H: -3.440 -2.799 -4.634
H: -3.191 -4.198 -3.545
H: -0.831 0.792 -1.371
H: 3.580 -1.007 -0.307
H: 3.856 -0.490 1.369
H: 1.213 -1.537 0.244
H: 0.496 -1.574 2.635
H: 0.859 0.063 2.110
H: 2.019 -0.816 3.105
H: 1.696 -3.549 1.617
H: 2.959 -3.297 0.412
H: 3.246 -2.861 2.100
H: 0.438 3.549 2.384
H: -1.653 2.524 3.166

As for the SMILES: Cc1ccc(CSc2nnc(-c3cccc(S(=O)(=O)N4CCOCC4)c3)n2CC(C)C)cc1. Its energy relative to the best compared isomer or geometry (same formula, charge and spin) is 49.9 kcal/mol. As for the LUMO energy: 0.28 eV.


Here is a cluster of 9 separate species, C32H74BN8O10 in total from the Open Molecules 2025 dataset. Energies are from ωB97M-V/def2-TZVPD.

Atoms and positions in Å:
B: 3.588 -2.276 -3.067
C: 4.650 -1.485 -4.065
C: 3.772 -0.662 -5.155
C: 3.547 0.833 -4.622
C: 2.028 1.331 -4.629
C: 1.151 0.827 -3.387
C: -0.059 -0.147 -3.777
O: -1.339 0.576 -3.627
C: -2.269 -0.111 -4.449
C: -2.743 -1.626 -4.150
O: -2.739 0.421 -5.484
H: 2.944 -1.441 -2.510
H: 2.911 -2.969 -3.766
H: 4.138 -2.957 -2.246
H: 5.323 -0.737 -3.496
H: 5.329 -2.262 -4.569
H: 4.417 -0.595 -6.110
H: 2.814 -1.208 -5.455
H: 3.963 0.945 -3.556
H: 4.127 1.530 -5.330
H: 1.469 1.109 -5.608
H: 2.065 2.482 -4.559
H: 0.662 1.750 -2.899
H: 1.831 0.324 -2.629
H: 0.001 -1.042 -3.071
H: 0.020 -0.561 -4.835
H: -3.644 -1.826 -4.816
H: -1.841 -2.275 -4.399
H: -3.031 -1.778 -3.058
C: 3.532 -1.492 0.603
O: 2.753 -2.131 -0.068
N: 4.238 -1.977 1.670
C: 5.152 -1.149 2.424
C: 4.064 -3.364 2.056
H: 3.740 -0.429 0.395
H: 6.154 -1.584 2.372
H: 4.821 -1.114 3.467
H: 5.182 -0.134 2.023
H: 4.336 -4.006 1.214
H: 3.013 -3.537 2.303
H: 4.685 -3.602 2.914
C: 4.821 3.471 0.995
O: 5.439 2.464 0.704
N: 3.839 3.550 1.938
C: 3.150 4.790 2.227
C: 3.476 2.354 2.673
H: 5.019 4.434 0.497
H: 3.306 5.048 3.278
H: 2.082 4.658 2.037
H: 3.527 5.600 1.600
H: 4.355 1.979 3.202
H: 3.138 1.590 1.968
H: 2.682 2.571 3.388
C: -0.337 -3.775 -5.803
O: -0.085 -3.126 -4.808
N: -0.260 -5.133 -5.892
C: -0.575 -5.840 -7.114
C: 0.152 -5.890 -4.725
H: -0.657 -3.296 -6.742
H: -1.400 -6.533 -6.923
H: 0.305 -6.401 -7.439
H: -0.868 -5.146 -7.903
H: -0.545 -5.695 -3.907
H: 1.150 -5.565 -4.420
H: 0.167 -6.958 -4.949
C: -3.220 3.594 0.311
O: -2.252 4.228 -0.062
N: -3.592 2.372 -0.161
C: -4.763 1.682 0.339
C: -2.791 1.740 -1.195
H: -3.898 3.978 1.092
H: -4.456 0.723 0.764
H: -5.455 1.511 -0.490
H: -5.265 2.270 1.108
H: -1.771 1.605 -0.829
H: -2.764 2.388 -2.074
H: -3.214 0.773 -1.467
C: 6.645 7.570 1.030
O: 5.865 6.925 0.357
N: 7.347 7.093 2.095
C: 8.259 7.926 2.849
C: 7.175 5.706 2.485
H: 6.848 8.633 0.819
H: 9.262 7.493 2.800
H: 7.929 7.965 3.891
H: 8.287 8.939 2.445
H: 7.451 5.062 1.647
H: 6.125 5.532 2.731
H: 7.798 5.471 3.349
C: 4.889 -6.557 3.235
O: 4.516 -5.471 3.633
N: 4.114 -7.676 3.164
C: 4.631 -8.938 2.677
C: 2.730 -7.600 3.589
H: 5.921 -6.724 2.888
H: 4.050 -9.248 1.804
H: 4.536 -9.690 3.465
H: 5.680 -8.847 2.394
H: 2.210 -6.852 2.986
H: 2.693 -7.292 4.637
H: 2.241 -8.568 3.474
C: -8.329 2.789 1.906
O: -7.553 1.952 2.336
N: -8.614 3.978 2.501
C: -9.550 4.919 1.924
C: -7.961 4.312 3.752
H: -8.879 2.634 0.964
H: -9.033 5.862 1.728
H: -10.366 5.089 2.632
H: -9.962 4.537 0.989
H: -6.879 4.320 3.600
H: -8.206 3.552 4.497
H: -8.289 5.290 4.104
C: -9.711 0.597 4.350
O: -10.097 1.683 4.744
N: -10.470 -0.532 4.281
C: -9.935 -1.788 3.799
C: -11.856 -0.474 4.704
H: -8.676 0.444 4.006
H: -10.509 -2.109 2.926
H: -10.020 -2.539 4.588
H: -8.886 -1.683 3.517
H: -12.386 0.264 4.097
H: -11.899 -0.163 5.750
H: -12.331 -1.449 4.591

Its total charge is -1. As for the LUMO energy: 1.77 eV.


Here is the molecule C2H5N3O2S from the Open Molecules 2025 dataset. Energies are from ωB97M-V/def2-TZVPD.

Atoms and positions in Å:
N: -0.368 2.054 -0.281
C: -0.917 0.844 0.049
O: -2.140 0.686 0.396
C: 0.300 -0.227 0.053
N: 1.573 0.061 -0.072
O: 2.338 -1.177 -0.026
N: -0.103 -1.447 0.413
S: -1.604 -2.030 -0.322
H: -1.040 2.899 -0.591
H: 0.607 2.188 -0.543
H: 3.192 -0.619 0.127
H: 0.708 -2.129 0.395
H: -2.547 -1.104 0.402

As for the SMILES: NC(=O)/C(=N/O)NS. Its energy relative to the best compared isomer or geometry (same formula, charge and spin) is 80.5 kcal/mol. As for the LUMO energy: 0.41 eV.


Here is a structure of composition C33H29NNdO3P from the Open Molecules 2025 dataset. Energies are from ωB97M-V/def2-TZVPD.

Atoms and positions in Å:
Nd: 0.689 0.981 -0.215
C: 3.739 0.485 -1.398
C: 3.003 -0.691 -1.302
C: 1.823 -0.823 -2.052
C: 1.263 0.193 -2.851
C: 2.074 1.389 -2.986
C: 3.306 1.440 -2.333
H: 4.650 0.619 -0.877
H: 3.309 -1.526 -0.651
H: 1.510 -1.844 -2.245
H: 0.376 -0.050 -3.409
H: 1.701 2.270 -3.533
H: 4.030 2.253 -2.480
O: -0.274 0.277 2.027
N: -0.968 1.548 1.718
C: -2.248 1.346 1.498
C: -2.942 0.093 1.942
C: -4.019 0.165 2.809
C: -4.595 -0.974 3.258
C: -4.191 -2.214 2.744
C: -3.276 -2.336 1.748
C: -2.597 -1.138 1.332
P: -1.545 -1.276 -0.142
C: -2.733 -1.712 -1.439
C: -2.179 -2.196 -2.614
C: -2.944 -2.467 -3.739
C: -4.381 -2.415 -3.650
C: -4.936 -1.999 -2.467
C: -4.190 -1.564 -1.384
C: -0.561 -2.765 0.163
C: -0.983 -4.066 -0.151
C: -0.211 -5.156 0.254
C: 1.065 -4.942 0.793
C: 1.497 -3.649 1.087
C: 0.667 -2.581 0.763
H: 0.223 0.405 2.855
H: -2.786 2.286 1.154
H: -4.319 1.125 3.159
H: -5.412 -0.961 3.962
H: -4.681 -3.085 3.201
H: -3.149 -3.211 1.131
H: -1.072 -2.280 -2.619
H: -2.425 -2.777 -4.703
H: -4.880 -2.599 -4.575
H: -6.040 -1.939 -2.445
H: -4.696 -1.166 -0.510
H: -1.946 -4.239 -0.591
H: -0.635 -6.173 0.045
H: 1.741 -5.754 1.113
H: 2.472 -3.420 1.545
H: 1.071 -1.581 0.836
C: 4.049 2.308 2.545
C: 2.924 2.521 1.559
O: 2.260 1.455 1.366
C: 2.612 3.867 1.081
C: 3.412 4.913 1.525
C: 3.565 6.084 0.766
C: 2.807 6.284 -0.387
C: 1.856 5.280 -0.788
C: 1.827 4.080 -0.091
O: 0.973 3.202 -0.640
H: 4.040 1.218 2.836
H: 3.896 2.901 3.432
H: 4.976 2.579 2.081
H: 4.013 4.787 2.448
H: 4.256 6.754 1.233
H: 2.972 7.138 -1.091
H: 1.167 5.323 -1.648

Its spin multiplicity is 4. Its total charge is +2. Its energy relative to the best compared isomer or geometry (same formula, charge and spin) is 20.3 kcal/mol. As for the LUMO energy (spin up / spin down): -6.29 / -5.99 eV.